Entry 1:
ORCA calculation (ωB97M-V with the def2-TZVPD basis set) on 2 unconnected molecules or ions with the total composition C4H14N2O at a distorted geometry.

```
! wB97M-V def2-TZVPD RIJCOSX def2/J DEFGRID3
* xyz 0 1
N 2.79228 0.39596 1.42830
C 2.02428 0.28874 0.14855
C 0.71230 -0.61894 0.36839
C -0.29738 0.16005 1.08356
C -0.77318 1.36131 0.29392
N -1.56736 0.95435 -0.95203
H 2.20649 0.51687 2.24090
H 3.42779 -0.35870 1.53492
H 2.08008 1.23670 -0.39746
H 2.71467 -0.31624 -0.40386
H 0.94926 -1.55064 0.83577
H 0.28921 -1.00075 -0.55783
H -1.18028 -0.43383 1.20228
H 0.09154 0.32708 2.05520
H 0.14531 2.01150 -0.05679
H -1.45176 2.00808 1.02704
H -2.15116 0.20756 -0.71894
H -0.75883 0.48686 -1.47212
O -3.21870 -2.10538 -2.20895
H -3.32348 -1.17839 -2.46212
H -2.71109 -2.39220 -2.98871
*
```

Its energy above the lowest of the compared OMol25 structures with the same formula, charge and spin is 52.5 kcal/mol. The value obtained for the HOMO energy is -9.1 eV. The orbital gap is 0.3636 Eh. For the LUMO energy, the calculation gives 0.77 eV. The value obtained for the strongest force on any atom is 0.0859 hartree/bohr.

Entry 2:
ORCA calculation (ωB97M-V with the def2-TZVPD basis set) on 3 unconnected molecules or ions with the total composition C4H14N2O2 at a distorted geometry.

```
! wB97M-V def2-TZVPD RIJCOSX def2/J DEFGRID3
* xyz -1 2
N 0.29533 -0.91713 2.54680
C 0.10935 1.70718 -0.88965
C 1.53164 1.32449 -0.62415
O 1.77445 0.23912 0.29550
C -0.72208 0.77560 -1.68451
N -1.32435 -0.32594 -0.91798
C -2.07853 0.14354 0.24660
H 0.45181 -1.80631 2.09370
H 0.21458 -0.97013 3.55570
H -0.14634 2.74949 -0.73574
H 2.06990 2.18224 -0.22453
H 1.97059 0.94078 -1.55469
H 1.07707 -0.45107 0.24291
H -1.51434 1.22913 -2.29582
H -0.13430 0.23448 -2.44313
H -0.58979 -0.99010 -0.60658
H -2.24942 -0.77165 0.81280
H -1.49695 0.85235 0.83529
H -3.05638 0.50927 -0.08382
H 0.32635 -3.07648 0.54540
H 0.96611 -0.20035 2.31940
O 0.23224 -2.20877 0.14601
*
```

Its energy above the lowest of the compared OMol25 structures with the same formula, charge and spin is 25.9 kcal/mol. The value obtained for the HOMO energy (spin up / spin down) is -3.6 / -3.6 eV. The orbital gap (spin up / spin down) is 0.2799 / 0.2641 Eh. For the LUMO energy (spin up / spin down), the calculation gives 4.00 / 3.58 eV. The value obtained for the strongest force on any atom is 0.0343 hartree/bohr.

Question: Among the records above, which one has the highest strongest force on any atom?
Answer: C4H14N2O

Question: Among the records above, which one has the highest strongest force on any atom?
Answer: C4H14N2O

Question: Among the records above, which one has the highest strongest force on any atom?
Answer: C4H14N2O